[1]
Molecular formula: C22H30N11O5S2W
Method: DFT, ωB97M-V/def2-TZVPD

Each line ends with the Mulliken charge.
Cartesian coordinates (Å):
1 W -1.57057 -0.72430 0.57064  1.26
2 N -1.55656 -4.49279 -1.87575  -0.35
3 C -1.37361 -3.56295 -0.95751  0.81
4 S -2.50981 -2.19144 -0.94579  -0.24
5 N -0.44045 -3.66140 -0.05783  -1.84
6 N -0.40246 -2.61026 0.78411  1.11
7 C 0.41527 -2.69470 1.77489  -1.08
8 C 0.53503 -1.53424 2.62387  0.89
9 C 1.30824 -1.52778 3.77063  -0.58
10 C 1.41820 -0.35486 4.50377  -0.84
11 C 0.76034 0.78181 4.04941  -0.92
12 C -0.01046 0.71240 2.90600  -0.51
13 N -0.14605 -0.43021 2.19591  1.12
14 H -2.28556 -4.42679 -2.56912  0.23
15 H -0.96386 -5.31274 -1.88352  0.28
16 H 0.99245 -3.59951 1.92906  0.61
17 H 1.81798 -2.43313 4.07365  0.59
18 H 2.01156 -0.32499 5.40875  0.53
19 H 0.83624 1.72217 4.57825  0.60
20 H -0.53275 1.58091 2.53665  0.54
21 O -5.05302 4.38660 -0.21453  -0.36
22 C -4.40541 3.41347 -0.05303  0.31
23 C -4.92446 1.93046 -0.08770  -0.04
24 O -6.03317 1.54163 -0.24209  -0.41
25 C -3.67038 1.14269 0.15690  0.90
26 C -2.57240 1.91733 0.29555  0.74
27 O -1.46709 1.23287 0.56467  -0.25
28 C -2.85949 3.37346 0.21525  -0.24
29 O -2.09944 4.28190 0.34275  -0.47
30 O -3.42462 -0.14757 0.33029  -0.78
31 C 4.82776 0.78412 -1.99251  -0.80
32 C 5.18653 -0.12858 -0.82345  -0.53
33 C 4.43282 0.14366 0.47901  -1.24
34 C 2.92286 -0.07309 0.42393  0.18
35 N 2.24731 1.06715 -0.21939  -0.03
36 C 1.11918 1.06997 -0.91042  0.64
37 S 0.20503 -0.43988 -1.10508  -0.18
38 N 0.73232 2.14304 -1.55814  -0.11
39 C -0.42983 2.33734 -2.44796  -0.21
40 C -0.02474 2.88142 -3.82010  -1.01
41 C 0.39398 1.83014 -4.84668  -0.63
42 C 1.58639 0.96924 -4.44377  -0.70
43 H 5.50109 0.61204 -2.83047  0.44
44 H 4.92485 1.83973 -1.71896  0.28
45 H 3.81558 0.60579 -2.36189  -0.04
46 H 6.25094 -0.02855 -0.60952  0.37
47 H 5.03463 -1.17248 -1.11192  0.33
48 H 4.63681 1.16013 0.83593  0.43
49 H 4.81752 -0.52156 1.25458  0.38
50 H 2.52656 -0.16718 1.43518  -0.41
51 H 2.68865 -0.98064 -0.13349  0.64
52 H 2.80601 1.91293 -0.25147  0.35
53 H 1.36427 2.93752 -1.54012  0.30
54 H -1.07402 3.05547 -1.94054  0.01
55 H -0.94739 1.38329 -2.54629  0.44
56 H 0.76600 3.62831 -3.69149  0.38
57 H -0.88194 3.43419 -4.20727  0.38
58 H 0.63277 2.34944 -5.77518  0.40
59 H -0.46460 1.19187 -5.07336  0.33
60 H 2.43913 1.58357 -4.14482  0.24
61 H 1.91011 0.34721 -5.27694  0.47
62 H 1.34363 0.28752 -3.62091  0.02
63 N -4.72589 -4.04397 3.42822  -0.58
64 N -3.88255 -2.99585 3.21589  1.13
65 N -3.39124 -2.28927 4.21325  -0.82
66 C -2.54991 -1.48873 3.59527  -0.34
67 N -2.54167 -1.73206 2.27043  0.34
68 N -3.42665 -2.70576 2.04745  -0.66
69 H -5.20318 -3.91206 4.31638  0.35
70 H -5.38343 -4.13279 2.65884  0.31
71 H -1.97939 -0.73068 4.10368  0.56

total energy	-2697.3341	Ha
net charge	+3
orbital gap	5.227	eV
E_HOMO	-16.9	eV

---

[2]
Molecular formula: C22H30N3O3
Method: DFT, ωB97M-V/def2-TZVPD

Each line ends with the Mulliken charge.
Cartesian coordinates (Å):
1 C -3.51947 -2.93339 -2.02220  -0.99
2 O -2.47258 -2.88651 -1.07892  -0.45
3 C -2.50250 -1.94233 -0.10185  1.02
4 C -3.41335 -0.89632 -0.06437  -0.55
5 C -3.42963 0.01970 0.98554  0.71
6 C -4.41746 1.15523 0.94554  -1.80
7 N -3.95423 2.18442 0.00692  -0.35
8 C -2.81650 2.95636 0.47863  -1.00
9 C -1.56010 2.49715 -0.21026  0.65
10 C -0.30144 3.03984 -0.00836  -1.10
11 C 0.76197 2.56839 -0.76316  -0.18
12 C 0.55561 1.56183 -1.70120  -0.25
13 C -0.70975 1.03284 -1.84067  -0.10
14 N -1.70948 1.52007 -1.10784  0.20
15 C -2.51163 -0.10997 2.01145  -0.73
16 C -1.57929 -1.13248 1.97541  -0.53
17 C -1.54967 -2.04636 0.93468  0.27
18 O -0.63448 -3.06020 1.01677  -0.53
19 C 0.21357 -3.25232 -0.10591  -0.84
20 C 1.13957 -2.03508 -0.20281  0.37
21 O 0.79211 -1.02795 -0.80436  -0.43
22 N 2.27736 -2.16388 0.48771  -0.04
23 C 3.32445 -1.15335 0.60404  -0.33
24 C 3.96112 -0.87107 -0.75868  -0.44
25 C 5.08438 0.15062 -0.61335  -0.98
26 C 4.55589 1.44395 -0.00216  -0.29
27 C 3.90506 1.16826 1.35020  -0.96
28 C 2.78494 0.13992 1.21942  0.23
29 H -3.34026 -3.83127 -2.61073  0.28
30 H -3.50743 -2.06191 -2.68516  0.35
31 H -4.49399 -3.01187 -1.53346  0.38
32 H -4.16081 -0.80521 -0.83819  0.53
33 H -5.38076 0.79488 0.58051  0.54
34 H -4.56215 1.56207 1.95544  0.38
35 H -4.72632 2.79243 -0.23598  0.29
36 H -2.67581 2.87006 1.56534  0.31
37 H -2.94722 4.02097 0.25933  0.55
38 H -0.16173 3.82134 0.72135  0.50
39 H 1.74614 2.98836 -0.62130  0.49
40 H 1.36497 1.17572 -2.29635  0.28
41 H -0.92225 0.22582 -2.52260  0.42
42 H -2.68193 1.17101 -1.15179  0.27
43 H -2.52315 0.57185 2.84802  0.44
44 H -0.86263 -1.25191 2.77218  0.53
45 H -0.36125 -3.35323 -1.03002  0.30
46 H 0.76071 -4.17454 0.09458  0.45
47 H 2.43066 -3.03474 0.97051  0.32
48 H 4.08571 -1.57092 1.27025  0.45
49 H 4.35016 -1.80076 -1.17786  0.37
50 H 3.19156 -0.49219 -1.43237  0.05
51 H 5.86700 -0.25987 0.02735  0.38
52 H 5.52568 0.35191 -1.59040  0.39
53 H 3.82392 1.88604 -0.68226  0.10
54 H 5.37267 2.15650 0.12043  0.34
55 H 3.50658 2.09272 1.77299  0.37
56 H 4.66211 0.78979 2.03956  0.42
57 H 2.35601 -0.07604 2.20020  0.33
58 H 1.98933 0.52560 0.58018  -0.39

total energy	-1246.1158	Ha
net charge	+1
SMILES	COc1cc(CNCc2cccc[nH+]2)ccc1OCC(=O)NC1CCCCC1
orbital gap	7.986	eV
E_HOMO	-11.1	eV

---

[3]
Molecular formula: C22H31BCl8NO4P
Method: DFT, ωB97M-V/def2-TZVPD

Each line ends with the Mulliken charge.
Cartesian coordinates (Å):
1 C -0.82879 1.77350 1.46491  -0.89
2 B -0.54579 0.25050 1.17670  0.90
3 O -1.08482 -0.66015 2.02560  -0.91
4 C 0.38225 -0.12368 -0.04867  1.28
5 C -0.01617 -0.60686 -1.23546  0.20
6 C -1.45679 -0.89058 -1.61052  -0.74
7 C -2.12670 -2.05891 -0.86606  0.19
8 C -3.65239 -1.88989 -0.90304  -1.19
9 C -4.15951 -0.66510 -0.11420  0.22
10 C -5.00712 0.30981 -0.92565  -1.04
11 N -4.30633 0.87470 -2.09062  -0.42
12 C 1.03772 -0.84388 -2.27968  -0.38
13 O 1.03493 -1.81232 -2.99549  -0.58
14 C 2.10920 0.21163 -2.34137  0.72
15 P 2.76368 0.78775 -3.93509  0.39
16 O 4.23866 0.69143 -4.00492  -0.62
17 C 2.50167 0.69150 -1.15870  0.15
18 C 3.50594 1.78151 -1.04792  -0.46
19 C 3.00411 3.08553 -1.03387  -0.20
20 C 3.83290 4.19825 -0.96556  -1.04
21 C 5.21034 3.99417 -0.90408  -0.29
22 C 5.70293 2.69920 -0.89415  -0.70
23 C 4.87834 1.58376 -0.97514  -0.25
24 C 1.85169 0.11631 0.07522  -0.29
25 O 2.48094 -0.15292 1.06556  -0.65
26 H -0.11903 2.09100 2.23992  0.21
27 H -1.82101 1.87212 1.90930  0.28
28 H -0.67301 2.41413 0.59766  0.32
29 H -0.61174 -1.50061 1.98129  0.11
30 H -2.01025 0.04794 -1.55253  0.28
31 H -1.44971 -1.16983 -2.66662  0.49
32 H -1.89158 -2.97155 -1.42239  0.25
33 H -1.76240 -2.19791 0.14863  0.01
34 H -3.98649 -1.79538 -1.93856  0.46
35 H -4.09701 -2.78774 -0.47006  0.33
36 H -4.79729 -1.02367 0.69847  0.44
37 H -3.36020 -0.09136 0.35932  -0.34
38 H -5.95971 -0.11899 -1.24911  0.33
39 H -5.27244 1.14584 -0.27271  0.43
40 H -4.27954 1.88092 -2.06430  0.18
41 H -4.68930 0.55528 -2.96588  0.19
42 H 2.12029 0.02092 -4.92594  0.07
43 H 2.33470 2.12572 -4.08004  0.05
44 H 1.93043 3.23536 -1.10571  0.42
45 H 3.36873 5.16926 -0.97993  0.71
46 H 5.85421 4.86270 -0.86634  0.42
47 H 6.77543 2.55890 -0.83034  0.40
48 H 5.29043 0.58539 -0.99469  0.51
49 Cl 4.88361 5.53201 3.74950  -0.16
50 C 3.34689 5.89939 2.95877  -0.37
51 Cl 3.10951 4.90633 1.50673  -0.01
52 H 2.54117 5.70472 3.65740  0.28
53 H 3.34610 6.94311 2.66775  0.30
54 Cl -1.71372 -5.94480 1.11634  -0.19
55 C -0.31552 -5.08691 0.45874  -0.06
56 Cl 0.31518 -3.89418 1.59969  -0.12
57 H 0.46634 -5.80407 0.23997  0.42
58 H -0.61895 -4.57302 -0.44598  -0.03
59 Cl -5.52719 -8.02272 2.09314  -0.16
60 C -5.10260 -6.93452 0.76706  0.31
61 Cl -6.38124 -5.75520 0.44897  -0.16
62 H -4.19960 -6.39886 1.03317  -0.26
63 H -4.94209 -7.52325 -0.12837  0.30
64 Cl 0.23764 1.35696 4.81223  -0.17
65 C 1.77579 0.53019 4.51755  0.12
66 Cl 2.43579 -0.17457 5.99748  -0.18
67 H 1.61163 -0.26238 3.79660  -0.02
68 H 2.48688 1.24806 4.12603  0.23

total energy	-5260.3706	Ha
SMILES	CB(O)C1=C(CCCCCN)C(=O)C([PH2]=O)=C(c2ccccc2)C1=O.ClCCl.ClCCl.ClCCl.ClCCl
orbital gap	8.168	eV
E_HOMO	-9.3	eV

---

[4]
Molecular formula: C22H31BrF16N5O5
Method: DFT, ωB97M-V/def2-TZVPD

Each line ends with the Mulliken charge.
Cartesian coordinates (Å):
1 C 5.40748 -4.57721 -2.70724  -0.54
2 C 5.07071 -4.95416 -1.14020  -0.42
3 C 3.58727 -5.70166 -0.95218  -0.63
4 N 2.46421 -4.86721 -1.59407  -0.38
5 N 2.53664 -3.64842 -0.93005  0.11
6 C 1.94197 -2.56527 -1.54198  -0.04
7 N 1.85223 -1.13506 -1.00022  -0.40
8 C 0.45241 -0.61485 -1.38656  0.15
9 C 0.79572 0.90879 -1.88953  -0.21
10 C 0.73853 2.03516 -0.69919  -0.02
11 O 1.84769 2.57151 -0.17524  -0.56
12 Br -1.10914 2.59296 -0.06579  -0.01
13 C -0.06749 -1.74341 -2.45601  -0.38
14 C -1.17632 -1.35562 -3.59964  -0.46
15 N -2.47424 -2.04293 -3.20826  -0.72
16 N 1.18432 -2.52596 -2.85992  0.13
17 C 1.83598 -1.81313 -4.02411  -0.64
18 O 3.30486 -1.88760 -4.05983  -0.20
19 C 3.91135 -0.62141 -4.52148  0.65
20 C 5.25198 -0.06812 -3.70200  -0.82
21 O 3.48643 0.10968 -5.55927  -0.52
22 H 4.86872 -5.30174 -3.48291  0.26
23 H 4.99747 -3.49745 -2.89521  -0.08
24 H 6.57945 -4.53144 -2.86438  0.32
25 H 5.14785 -3.98049 -0.45893  0.23
26 H 5.86531 -5.70682 -0.70893  0.36
27 H 3.43277 -5.77427 0.21906  0.29
28 H 3.66266 -6.78090 -1.43001  0.35
29 H 1.56811 -5.38012 -1.37726  0.27
30 H 2.99313 -3.48632 0.00523  0.42
31 H 1.84527 -1.22858 0.04145  0.34
32 H -0.38585 -0.65799 -0.54766  0.55
33 H 1.88673 0.85832 -2.37143  0.12
34 H 0.09273 1.28511 -2.76709  0.39
35 H -0.58923 -2.53388 -1.73320  0.46
36 H -1.35130 -0.19062 -3.52346  0.20
37 H -0.86371 -1.59773 -4.70131  0.34
38 H -2.62868 -1.75274 -2.19698  0.29
39 H -2.35991 -3.09704 -3.19248  0.30
40 H 1.49790 -0.69325 -4.06294  0.43
41 H 1.43688 -2.32732 -5.01740  0.21
42 H 5.05384 0.95845 -3.15274  0.28
43 H 6.16669 0.04104 -4.45343  0.33
44 H 5.57840 -0.85188 -2.89548  0.22
45 C -5.88936 4.17032 0.33301  -0.88
46 C -4.66842 3.24759 0.45849  0.99
47 C -4.87685 1.82733 -0.05868  0.14
48 F -5.86464 1.17384 0.59367  -0.22
49 F -3.74984 1.08477 0.11836  -0.23
50 F -4.23930 3.24960 1.74897  -0.26
51 F -3.65497 3.81905 -0.26678  -0.33
52 O -6.70773 4.30474 1.50063  -0.42
53 C -7.66959 3.26966 1.69294  0.72
54 C -7.38868 2.41448 2.93675  0.20
55 F -6.15364 1.85679 2.89545  -0.19
56 F -8.27401 1.39008 3.03593  -0.26
57 F -7.76685 2.53872 0.55723  -0.26
58 F -8.86786 3.90024 1.83310  -0.29
59 H -5.49687 5.18182 0.16406  0.40
60 H -6.48667 3.95787 -0.56115  0.38
61 H -5.10609 1.82582 -1.12890  0.27
62 H -7.45490 3.01534 3.84869  0.24
63 C -0.50657 1.79190 5.19536  -0.73
64 C 0.47303 0.61961 5.35025  0.87
65 C 1.81315 0.97794 5.98562  0.06
66 F 2.49833 1.90098 5.27369  -0.20
67 F 2.61623 -0.11886 6.05635  -0.29
68 F 0.63987 0.01604 4.14305  -0.26
69 F -0.13828 -0.31405 6.14667  -0.34
70 O -0.53587 2.43128 3.91416  -0.23
71 C 0.47497 3.41419 3.70049  0.60
72 C 1.48091 3.01218 2.61248  1.26
73 F 2.07928 1.82843 2.89308  -0.23
74 F 2.47331 3.93174 2.50027  -0.30
75 F 1.06298 3.70944 4.88398  -0.29
76 F -0.18262 4.54373 3.31993  -0.29
77 H -1.51424 1.37002 5.30641  0.42
78 H -0.42485 2.51865 6.01181  0.33
79 H 1.67974 1.35327 7.00506  0.30
80 H 0.98911 2.91699 1.63979  -0.68

total energy	-5678.1732	Ha
net charge	+1
orbital gap	8.578	eV
E_HOMO	-12.8	eV